Computed, not measured: a molecular structure, C35H36BaINOSb2, with ωB97M-V/def2-TZVPD.

Atoms and positions in Å:
Ba: 0.47202 1.07025 -0.84667
C: -2.69950 -1.53064 0.03331
C: -1.94211 -0.86218 1.18740
C: -1.93265 0.67356 1.14058
Sb: -0.40635 1.74033 2.34128
C: -1.39651 1.56659 4.19569
C: -2.76693 1.79072 4.29167
C: -3.39276 1.72818 5.52875
C: -2.65286 1.45157 6.67006
C: -1.28391 1.24427 6.57845
C: -0.65258 1.30552 5.34403
C: 1.00509 0.12518 2.47807
C: 2.24995 0.19075 1.84084
C: 3.16691 -0.84783 1.96241
C: 2.86032 -1.95159 2.74210
C: 1.63235 -2.02625 3.38765
C: 0.70715 -1.00048 3.24951
Sb: -1.73407 -1.33527 -1.90063
C: -2.48365 -3.05264 -2.86588
C: -3.82665 -3.05629 -3.23950
C: -4.36778 -4.16854 -3.86690
C: -3.56717 -5.27139 -4.13407
C: -2.22821 -5.26264 -3.77246
C: -1.68131 -4.15568 -3.13634
C: 0.19530 -2.08099 -1.31907
C: 0.40041 -2.94874 -0.24440
C: 1.64872 -3.50943 -0.01838
C: 2.71748 -3.20939 -0.85609
C: 2.53610 -2.34916 -1.92812
C: 1.27997 -1.79450 -2.15559
H: -3.70048 -1.11066 -0.08240
H: -2.82538 -2.59689 0.22711
H: -0.92785 -1.26129 1.24358
H: -2.42929 -1.13618 2.12745
H: -2.87131 1.05910 1.54247
H: -1.97348 1.04243 0.10151
H: -3.36608 2.02482 3.41959
H: -4.45836 1.89949 5.60140
H: -3.14287 1.40358 7.63307
H: -0.70459 1.03757 7.46829
H: 0.41751 1.14192 5.28866
H: 2.56703 1.07758 1.29006
H: 4.13110 -0.77774 1.47507
H: 3.58289 -2.74858 2.86025
H: 1.39755 -2.88078 4.00904
H: -0.24223 -1.06786 3.76691
H: -4.46270 -2.19851 -3.05012
H: -5.41115 -4.17191 -4.15204
H: -3.98708 -6.13733 -4.62763
H: -1.60348 -6.12024 -3.98422
H: -0.63471 -4.16922 -2.85730
H: -0.42255 -3.21432 0.40907
H: 1.78781 -4.19462 0.80767
H: 3.68506 -3.66121 -0.68128
H: 3.35527 -2.13709 -2.60341
H: 1.13834 -1.18563 -3.05064
C: 4.25485 3.51442 -2.24514
C: 4.01079 2.09780 -1.84673
C: 5.18513 1.19716 -1.66086
O: 2.86608 1.67686 -1.68119
H: 5.01516 3.57437 -3.02434
H: 4.66093 4.04442 -1.37847
H: 3.33347 3.99335 -2.56610
H: 5.96976 1.70111 -1.09534
H: 5.61092 0.97660 -2.64401
H: 4.88738 0.26932 -1.17893
I: 0.07826 5.18080 -5.69254
C: -0.32591 4.95915 -3.67412
C: -0.84486 5.99753 -2.91200
C: -1.08643 5.78511 -1.56417
C: -0.80188 4.54780 -1.01898
N: -0.30366 3.53864 -1.74516
C: -0.07592 3.75035 -3.04598
H: -1.05608 6.95721 -3.36480
H: -1.48936 6.57131 -0.94154
H: -0.97109 4.35447 0.03372
H: 0.32670 2.92249 -3.62311

The calculation puts the LUMO energy at -0.1846 Eh. As for the net charge: +2. Its energy above the lowest of the compared OMol25 structures with the same formula, charge and spin is 0.0 kJ/mol. For the frontier orbital gap, the calculation gives 8.2455 eV. Its electronic energy is -62273.39883 eV.